Here is one molecule with the formula C5H12O2 from the Open Molecules 2025 dataset. Energies are from ωB97M-V/def2-TZVPD.

Results
Lowest unoccupied orbital energy ... 0.030 Eh
Frontier orbital gap ... 0.402 hartree
Energy above the lowest of the compared OMol25 structures with the same formula, charge and spin ... 103.2 kJ/mol
SMILES string ... CC[C@@H](O)[C@@H](C)O
Highest occupied orbital energy ... -10.13 eV
Total charge ... 0

Each line ends with the natural charge from an NBO analysis.
Geometry (Å):
1 C -2.43288 -0.49363 0.77219  -0.6082
2 C -1.14073 0.29630 1.01575  -0.4202
3 C -0.02874 -0.38672 0.20971  0.0781
4 O -0.54425 -0.55420 -1.10727  -0.7179
5 C 1.35096 0.28874 0.08170  0.0774
6 C 2.00314 -0.26140 -1.22329  -0.6427
7 O 1.12867 1.69576 0.06831  -0.7341
8 H -2.64123 -0.53187 -0.29936  0.2259
9 H -2.31631 -1.53320 1.10429  0.1970
10 H -3.29714 -0.06056 1.28100  0.2051
11 H -1.24764 1.32629 0.65318  0.2108
12 H -0.91332 0.35951 2.08682  0.2053
13 H 0.14488 -1.39242 0.61555  0.1770
14 H -0.51464 0.34247 -1.47409  0.4610
15 H 1.97587 0.04065 0.96144  0.1631
16 H 1.32100 -0.31761 -2.07984  0.2310
17 H 2.85955 0.33675 -1.53932  0.2013
18 H 2.31905 -1.30032 -1.06881  0.2177
19 H 1.97377 2.14546 -0.05796  0.4725

***

Here is a 10-piece molecular cluster, C22H65NO10 overall in a non-equilibrium geometry from the Open Molecules 2025 dataset. Energies are from ωB97M-V/def2-TZVPD.

Results
Lowest unoccupied orbital energy ... 0.024 Eh
Frontier orbital gap ... 0.365 hartree
Energy above the lowest of the compared OMol25 structures with the same formula, charge and spin ... 106.6 kJ/mol
SMILES string ... COC[C@H](C)N.CCO.CCO.CCO.CCO.CCO.CCO.CCO.CCO.CCO
Highest occupied orbital energy ... -9.28 eV
Total charge ... 0

Each line ends with the Mulliken charge.
Geometry (Å):
1 C 2.19730 -1.93724 4.24981  -1.3642
2 C 1.82469 -2.49213 2.92288  0.1584
3 O 2.02712 -1.59410 1.88206  -0.0322
4 H 1.50550 -1.14975 4.62721  0.3021
5 H 3.19281 -1.42066 4.13683  0.2325
6 H 2.25618 -2.62250 5.05717  0.4102
7 H 0.79163 -2.91328 2.78967  0.0927
8 H 2.51559 -3.38496 2.79281  0.2581
9 H 1.59938 -2.02544 1.08157  -0.1526
10 C 2.35657 4.02331 3.77654  -0.8851
11 C 3.44754 3.15627 3.10073  -0.2300
12 O 3.15613 2.95179 1.72332  -0.5170
13 H 1.37837 3.53436 3.58739  -0.0096
14 H 2.25672 4.99498 3.32223  0.3246
15 H 2.49492 4.06479 4.86607  0.3593
16 H 3.59733 2.17681 3.56805  0.3927
17 H 4.26992 3.79026 3.13463  0.2543
18 H 3.60862 2.14577 1.49042  0.3734
19 C 3.76803 4.12700 -2.38327  -0.7300
20 C 4.41058 3.95543 -1.00609  0.3345
21 O 3.95566 4.88030 -0.03835  -0.5947
22 H 2.71497 3.90677 -2.27766  -0.0464
23 H 4.28877 3.45593 -3.09010  0.3234
24 H 3.86042 5.17285 -2.78358  0.3199
25 H 5.51966 4.00522 -1.04859  0.2912
26 H 4.21196 2.91122 -0.71282  -0.4952
27 H 3.48514 4.26086 0.58683  0.5357
28 C 3.03571 0.07794 -1.22354  -0.9884
29 C 4.31027 0.14387 -0.34240  -0.6732
30 O 3.89487 0.40900 0.97553  -0.5985
31 H 2.54497 -0.87450 -1.16852  0.2790
32 H 3.27635 0.16236 -2.27826  0.3961
33 H 2.38603 0.89254 -1.06876  0.3844
34 H 4.93006 0.99010 -0.57077  0.5537
35 H 4.86050 -0.82663 -0.42352  0.3008
36 H 3.33280 -0.32520 1.25021  0.3334
37 C 2.21164 -4.38770 -0.37147  -1.3641
38 C 0.73937 -4.48565 -0.29421  -0.1743
39 O 0.31256 -3.12484 -0.10166  0.0730
40 H 2.59912 -3.88265 0.52151  0.1621
41 H 2.46559 -3.87165 -1.26235  0.3031
42 H 2.69104 -5.34996 -0.47621  0.4308
43 H 0.32600 -5.16358 0.45838  0.3676
44 H 0.40837 -5.03820 -1.19788  0.3042
45 H -0.54728 -3.11782 0.31162  -0.0019
46 C -0.54663 4.99931 -3.07704  -1.0331
47 C -1.48253 4.42061 -1.93463  -0.3233
48 O -2.12049 3.22839 -2.33120  -0.5209
49 H -0.22230 6.03226 -2.87761  0.3376
50 H -1.09762 4.85955 -4.03450  0.3118
51 H 0.33690 4.40412 -3.15998  0.1619
52 H -2.30023 5.01838 -1.56643  0.5075
53 H -0.85059 4.24813 -1.09056  0.2421
54 H -2.94826 3.23225 -1.81081  0.2141
55 C 0.40097 0.07466 -4.17788  -1.1152
56 C -0.43761 -0.34696 -2.91443  -0.1011
57 O -0.74112 0.66637 -2.02110  0.0963
58 H 1.45034 0.14666 -3.89059  0.1240
59 H -0.07068 0.95533 -4.56662  0.3229
60 H 0.37216 -0.62308 -4.99071  0.3995
61 H -0.01427 -1.13528 -2.27908  -0.0046
62 H -1.39900 -0.75769 -3.15274  0.4020
63 H -1.23420 1.37622 -2.48658  0.1201
64 C -4.93803 0.62717 -1.48978  -0.3569
65 C -5.17148 1.87376 -0.67575  -0.4214
66 O -5.14598 3.12226 -1.41798  -0.5581
67 H -4.02257 0.79323 -2.13299  0.1440
68 H -5.79112 0.23787 -2.06997  0.4559
69 H -4.56000 -0.19235 -0.91948  -0.1156
70 H -4.47580 1.90256 0.19259  0.0876
71 H -6.20829 1.80468 -0.32070  0.4233
72 H -5.74035 3.02223 -2.16917  0.2876
73 C -1.54630 1.75061 2.34777  -1.0878
74 C -1.13643 0.78653 1.30545  0.6854
75 O -2.20606 0.07319 0.73928  -0.4811
76 H -1.81318 1.25984 3.31265  0.3283
77 H -2.37988 2.38831 2.02503  0.2354
78 H -0.75216 2.41255 2.61006  0.0770
79 H -0.43607 0.01432 1.59005  -0.1136
80 H -0.68718 1.34370 0.53465  0.1021
81 H -2.22908 0.33372 -0.16787  0.1053
82 C -2.92716 -2.98994 -1.06977  -0.7782
83 C -3.15851 -3.42144 0.32587  0.7127
84 C -3.14545 -4.94007 0.42272  -1.1799
85 O -3.48459 -5.28440 1.73380  -0.3131
86 C -3.42232 -6.61461 2.09382  -0.7538
87 N -2.22607 -2.86804 1.24571  -0.4886
88 H -3.37013 -1.96514 -1.30029  -0.2776
89 H -3.40302 -3.67082 -1.73989  0.5868
90 H -1.92872 -2.89980 -1.44120  0.1231
91 H -4.19131 -3.25172 0.61598  0.3856
92 H -2.19200 -5.30030 0.07972  0.3239
93 H -3.94596 -5.42394 -0.13975  0.4741
94 H -3.63579 -6.61625 3.20448  0.2141
95 H -2.46058 -7.02807 1.80814  0.3198
96 H -4.25528 -7.20206 1.70506  0.2841
97 H -2.33770 -3.21700 2.18964  0.2238
98 H -2.23983 -1.86114 1.24112  0.2099

***

Here is a 2-piece molecular cluster, C2ClFO5S overall in a non-equilibrium geometry from the Open Molecules 2025 dataset. Energies are from ωB97M-V/def2-TZVPD.

Results
Lowest unoccupied orbital energy ... 0.221 Eh
Frontier orbital gap ... 0.276 hartree
Energy above the lowest of the compared OMol25 structures with the same formula, charge and spin ... 169.8 kJ/mol
Highest occupied orbital energy ... -1.51 eV
Total charge ... -2

Each line ends with the natural charge from an NBO analysis.
Geometry (Å):
1 C 0.41531 0.43368 -1.42403  0.8869
2 C -0.36148 -0.20504 -0.17680  -0.2202
3 O 0.89019 1.49659 -1.67399  -0.6431
4 O -1.25540 0.96534 2.01877  -1.0313
5 O 0.88991 -0.67370 -0.82113  -0.5014
6 O -0.24735 -1.29805 2.21916  -1.0176
7 O 1.19158 0.60119 1.89958  -1.0169
8 F 0.29646 0.03198 -3.24871  -0.7348
9 S -0.15708 0.01645 1.65356  2.3582
10 Cl -1.66215 -1.36845 -0.44639  -0.0798